P) The following is a DFT calculation (ωB97M-V/def2-TZVPD) of C2H4ClNO3 in the gas phase.

Geometry as ORCA input:
```
! RIJCOSX wB97M-V def2-TZVPD def2/J DEFGRID3
* xyz 0 1
Cl -1.5748 0.6573 -2.3820
O 0.2493 1.9417 -0.7917
O -1.3537 0.6468 0.2683
O 1.9151 0.4350 0.2442
N 0.5172 -1.3359 0.5269
C 0.9550 -0.2436 0.0300
C -0.4372 0.7295 -0.6737
H 1.2033 -1.9591 1.0532
H -1.8025 1.5267 0.2457
H 1.1684 1.6547 -0.6128
H -0.3790 -1.6938 0.2350
*
```

SMILES = NC(=O)C(O)(O)Cl
LUMO = 0.5 eV
orbital gap = 10.77 eV

Q) The following is a DFT calculation (ωB97M-V/def2-TZVPD) of C2H4ClNO3 in the gas phase.

Geometry as ORCA input:
```
! RIJCOSX wB97M-V def2-TZVPD def2/J DEFGRID3
* xyz 0 1
Cl -1.8011 -1.7546 -0.1866
O -0.8053 -0.0117 1.6784
O -2.5543 1.3576 0.7317
O -2.0242 1.1539 -1.3154
N -1.8737 0.8861 -0.1700
C -0.9039 -0.3456 0.3221
C 0.3843 -0.2036 -0.4735
H -1.5301 0.7114 1.7105
H 0.2684 0.6946 -1.1281
H 1.2275 -0.1128 0.2208
H 0.5456 -1.0171 -1.0796
*
```

SMILES = C[C@](O)(Cl)[N+](=O)[O-]
LUMO = -0.4 eV
orbital gap = 11.10 eV

Question: of the structures shown, which is the most stable? Reply: P).